Computed, not measured: C4H6BrNO in the gas phase, with wB97M-V/def2-TZVPD.

```
13
C4H6BrNO (wB97M-V/def2-TZVPD)
C 1.87 -0.21 -1.20
O 1.99 -1.26 -0.21
C 1.04 -1.08 0.74
C -0.10 -0.35 0.71
N -0.86 0.60 0.91
C -2.24 0.99 0.66
Br -3.57 -0.08 -0.48
H 0.83 -0.01 -1.28
H 2.14 -0.59 -2.13
H 2.43 0.72 -0.94
H 1.16 -1.77 1.59
H -2.62 1.11 1.59
H -2.07 1.92 0.05
```

Properties
Highest occupied orbital energy: -8.19 eV
Electronic energy: -2859.91156 Ha
Frontier orbital gap: 0.323 hartree
SMILES: COC=C=NCBr
ΔE to the lowest compared entry with this formula, charge and spin: 2.666 eV

Computed, not measured: HLaO2S as an isolated structure, with wB97M-V/def2-TZVPD.

```
5
HLaO2S (wB97M-V/def2-TZVPD)
La 0.32 -0.04 0.83
S -1.22 0.49 -1.64
O -0.86 -1.00 -0.93
O 1.38 -1.89 1.58
H 2.06 -2.41 1.14
```

Properties
Highest occupied orbital energy (alpha / beta): -13.81 / -13.47 eV
Electronic energy: -580.59232 Ha
Net charge: +1
Multiplicity: 2
Frontier orbital gap (alpha / beta): 0.296 / 0.269 hartree
ΔE to the lowest compared entry with this formula, charge and spin: 0.000 eV